The following is a DFT calculation (ωB97M-V/def2-TZVPD) of C37H26INPPd as an isolated structure in a non-equilibrium geometry.

XYZ file:
```
67
Properties=species:S:1:pos:R:3:forces:R:3:mulliken_charge:R:1
Pd -0.891 -0.407 1.105 0.51 -0.59 -0.75 -1.4312
I -1.981 -2.576 -0.209 0.19 -0.32 -0.26 0.0305
C -0.499 -3.709 -1.248 -0.67 0.11 0.25 -0.4984
C -1.043 -4.882 -1.726 0.04 0.38 0.13 -0.6147
C -0.264 -5.854 -2.355 0.30 -0.16 -0.16 -0.7201
C 1.074 -5.633 -2.498 -0.29 -0.15 -0.02 -0.8174
C 1.664 -4.438 -2.036 -0.11 0.17 0.12 1.0230
C 3.053 -4.294 -2.237 0.17 0.18 0.04 -0.8024
C 3.699 -3.163 -1.841 0.09 -0.32 -0.18 -1.1790
C 2.964 -2.144 -1.232 -0.52 0.01 0.14 -0.1359
C 1.603 -2.221 -0.979 0.62 0.12 -0.22 0.3727
P 0.957 -0.693 -0.157 -0.87 0.70 1.05 2.0497
C 2.416 -0.196 0.871 0.09 0.00 -0.08 -0.1051
C 3.325 0.805 0.535 0.00 -0.10 -0.01 0.1414
C 4.311 1.200 1.431 0.06 0.03 0.02 -0.7844
C 4.419 0.582 2.666 0.02 0.03 0.00 -0.4230
C 3.528 -0.430 3.006 0.05 0.00 0.00 -0.6848
C 2.528 -0.800 2.124 0.01 -0.05 0.00 -0.4798
C 1.086 0.547 -1.505 -0.01 -0.11 -0.23 0.5567
C 1.245 0.248 -2.855 0.05 0.00 0.15 -0.4336
C 1.180 1.254 -3.814 0.03 0.02 -0.11 -0.6343
C 0.979 2.570 -3.435 -0.01 -0.01 -0.04 -0.5746
C 0.823 2.881 -2.087 -0.08 0.03 -0.03 -0.8660
C 0.851 1.878 -1.138 -0.01 -0.06 0.00 -0.3072
C 0.889 -3.404 -1.388 0.28 -0.27 -0.16 0.4643
H -2.104 -5.046 -1.602 0.01 -0.04 0.02 0.3722
H -0.720 -6.768 -2.715 -0.01 0.01 0.00 0.3649
H 1.708 -6.372 -2.973 0.03 0.02 0.00 0.3260
H 3.589 -5.104 -2.718 -0.01 -0.01 0.00 0.3337
H 4.764 -3.050 -1.999 0.00 0.03 0.01 0.4193
H 3.487 -1.246 -0.937 0.05 -0.01 -0.02 0.3585
H 3.260 1.288 -0.433 0.04 0.01 0.03 0.3993
H 4.996 1.995 1.161 0.00 -0.01 -0.01 0.3916
H 5.185 0.894 3.366 -0.01 -0.01 0.00 0.3633
H 3.602 -0.910 3.975 -0.04 -0.01 -0.01 0.3859
H 1.790 -1.542 2.408 -0.04 0.03 0.02 0.2144
H 1.425 -0.779 -3.156 -0.02 0.03 -0.05 0.3110
H 1.296 1.006 -4.863 -0.01 -0.01 0.02 0.3716
H 0.926 3.351 -4.184 0.01 -0.01 0.00 0.3507
H 0.642 3.907 -1.788 0.01 -0.02 0.03 0.3954
H 0.676 2.104 -0.090 -0.03 0.01 -0.02 0.4329
C -1.406 -0.081 5.469 0.03 -0.10 -0.09 -0.5724
C -2.103 1.116 5.614 -0.02 0.05 0.19 -0.6928
C -2.551 1.780 4.490 -0.13 0.16 -0.17 -0.6152
C -2.276 1.284 3.207 0.24 -0.38 0.43 0.5721
C -1.552 0.079 3.030 0.25 0.01 0.02 -0.6389
C -1.168 -0.596 4.202 -0.18 0.28 0.34 -0.0059
C -2.721 1.992 1.996 0.04 -0.24 -0.51 1.3766
C -3.416 3.233 2.028 -0.16 0.28 0.02 -0.4447
C -3.828 3.831 0.878 0.02 -0.08 0.15 -1.1218
C -3.583 3.203 -0.365 0.16 -0.23 -0.02 1.1468
C -3.998 3.724 -1.608 -0.02 -0.04 -0.17 -0.8152
C -3.778 3.020 -2.763 -0.13 0.21 0.02 -0.5478
C -3.132 1.770 -2.721 0.13 -0.06 0.10 -0.5641
C -2.693 1.255 -1.532 0.11 -0.01 -0.17 0.1159
C -2.897 1.962 -0.324 -0.25 0.26 0.07 -0.1316
N -2.470 1.403 0.835 -0.14 0.24 0.10 -0.1314
H -1.043 -0.600 6.352 -0.04 -0.02 0.00 0.3400
H -2.297 1.522 6.600 -0.02 0.00 -0.02 0.3614
H -3.122 2.694 4.624 0.05 -0.02 0.04 0.2215
H -0.651 -1.547 4.125 0.07 0.02 -0.03 0.2786
H -3.628 3.702 2.979 0.03 0.01 -0.03 0.3052
H -4.370 4.770 0.902 0.04 0.03 0.01 0.3799
H -4.502 4.684 -1.639 -0.01 -0.01 0.03 0.3720
H -4.109 3.422 -3.714 0.01 0.01 0.01 0.3602
H -2.968 1.223 -3.641 0.01 -0.02 0.01 0.4266
H -2.176 0.305 -1.474 0.04 0.01 0.03 0.0881
```
Positions in Å, forces in eV/Å.

2S+1: 1
Gap between HOMO and LUMO, Eh: 0.1819
Calculated total energy, Eh: -2247.2736
Energy above the lowest of the compared OMol25 structures with the same formula, charge and spin, eV: 0.254
Net charge: -1